# 1
C4H6N2 | the ωB97M-V functional and the def2-TZVPD basis

Positions of all 12 atoms, in Å:
C (-1.54208, -0.56319, -0.16340)
C (-1.63689, 0.83141, -0.22896)
C (1.15068, -0.10422, -0.18013)
C (-0.25408, -0.40064, 0.43960)
N (0.83259, 1.32110, -0.12308)
N (-0.45427, 1.03057, 0.49515)
H (-2.18727, -1.41836, -0.22310)
H (-2.28985, 1.49276, -0.76457)
H (1.97462, -0.55712, 0.31355)
H (1.17692, -0.39801, -1.16345)
H (0.19393, -1.11067, 1.59423)
H (1.36525, 1.76003, 0.52635)

Gap between HOMO and LUMO (Eh): 0.349
ΔE to the lowest compared entry with this formula, charge and spin (kcal per mole): 135.37
Molar mass (g/mol): 82.1
Energy (eV): -7219.721
Charge: 0
E_HOMO (eV): -8.57
2S+1: 1



# 2
C4H6N2 | the ωB97M-V functional and the def2-TZVPD basis

Positions of all 12 atoms, in Å:
C (0.36807, -1.04874, 1.57218)
C (-0.62409, -0.20035, 0.68772)
C (0.52929, 0.36507, -1.47248)
C (-0.50151, 0.72554, -0.44209)
N (-0.54168, -1.34380, 2.36248)
N (-1.50523, -0.52022, 1.61853)
H (1.44733, -1.44191, 1.46875)
H (1.44626, 0.14395, -0.83603)
H (0.83731, 1.15979, -2.09027)
H (0.27372, -0.43752, -2.21485)
H (-1.54726, 0.95217, -0.71398)
H (-0.18221, 1.64604, 0.06003)

Gap between HOMO and LUMO (Eh): 0.337
ΔE to the lowest compared entry with this formula, charge and spin (kcal per mole): 107.84
Molar mass (g/mol): 82.1
Energy (eV): -7220.915
Charge: 0
E_HOMO (eV): -9.44
2S+1: 1